(1)
Computed, not measured: C23H21FeN2O3Te as an isolated structure, with ωB97M-V/def2-TZVPD.

Geometry as ORCA input:
```
! RIJCOSX wB97M-V def2-TZVPD def2/J DEFGRID3
* xyz -1 5
Fe 0.10494 -0.74685 0.68013
O 0.41771 3.56021 1.76104
C -0.71763 3.65000 2.47485
C -1.07019 4.91607 2.94695
C -2.23182 5.09555 3.67105
C -3.06912 4.01574 3.93989
C -2.71684 2.75947 3.48044
C -1.54746 2.54663 2.74889
C -1.18742 1.16673 2.29194
O -0.02744 1.02225 1.70461
N -2.02488 0.21071 2.54443
N -1.51039 -0.98162 2.03904
C -1.94003 -2.04980 2.57031
C -1.41226 -3.37448 2.27201
C -2.10323 -4.47627 2.78969
C -1.63553 -5.76652 2.66250
C -0.41487 -5.96401 2.00662
C 0.29130 -4.90048 1.49173
C -0.18183 -3.57077 1.58839
O 0.52494 -2.60890 1.06912
H 0.50529 2.60932 1.51513
H -0.40798 5.74537 2.72717
H -2.48950 6.08607 4.02752
H -3.98082 4.15302 4.50693
H -3.34045 1.89764 3.67991
H -2.71371 -1.96327 3.33619
H -3.04247 -4.29365 3.30511
H -2.19158 -6.60046 3.06945
H -0.01583 -6.96705 1.90354
H 1.23633 -5.04920 0.98260
C 4.14667 1.03382 -5.37436
C 2.96799 0.75394 -4.47233
C 1.66997 1.04951 -4.86146
C 0.56988 0.77084 -4.04764
C -0.81160 1.12649 -4.53904
C 0.76517 0.17319 -2.79387
Te -0.92228 -0.30827 -1.59196
C 2.07652 -0.10829 -2.37530
C 2.37833 -0.70117 -1.02120
C 3.14825 0.18080 -3.21814
H 3.83606 1.57058 -6.27238
H 4.63125 0.10593 -5.69073
H 4.90290 1.63733 -4.86536
H 1.50019 1.51344 -5.82988
H -0.76292 1.58793 -5.52742
H -1.30377 1.81752 -3.85058
H -1.45018 0.24173 -4.59623
H 2.03235 -0.02788 -0.22375
H 3.45324 -0.81407 -0.87270
H 1.90711 -1.67968 -0.88191
H 4.15764 -0.04514 -2.88092
*
```

Values from the calculation:
HOMO level (alpha / beta): -4.13 / -4.24 eV
DFT total energy: -2756.15442 Eh
Kohn-Sham gap (alpha / beta): 6.9 / 7.0 eV


(2)
Computed, not measured: C23H21IrNP as an isolated structure, with ωB97M-V/def2-TZVPD.

Geometry as ORCA input:
```
! RIJCOSX wB97M-V def2-TZVPD def2/J DEFGRID3
* xyz 2 1
Ir 0.35225 1.67535 0.69488
C 0.63047 3.66653 1.66239
C 0.57007 2.58024 2.61588
C 1.71242 1.74076 2.38343
C 2.38651 2.23774 1.24294
C 1.72533 3.45205 0.81571
H -0.07461 4.48055 1.59100
H -0.13290 2.48609 3.42798
H 1.98473 0.86687 2.95331
H 3.28111 1.82450 0.80688
H 2.01457 4.06778 -0.02111
N -1.74631 1.87182 0.21211
C -2.54636 0.64939 0.01476
C -3.91441 0.72034 -0.15959
C -4.62808 -0.46037 -0.33319
C -3.97954 -1.68844 -0.33829
C -2.60400 -1.75130 -0.17449
C -1.88632 -0.57273 -0.00002
P -0.11921 -0.47399 0.21161
C 0.63687 -2.00473 0.68604
C 0.72093 -2.31786 2.04462
C 1.25617 -3.53559 2.42791
C 1.70543 -4.42884 1.46256
C 1.62112 -4.11576 0.11162
C 1.08412 -2.90234 -0.28590
C 0.57768 0.23835 -1.31085
C 1.98473 0.29413 -1.43899
C 2.56218 0.82658 -2.57665
C 1.75350 1.31077 -3.59782
C 0.36540 1.26338 -3.49216
C -0.22253 0.73019 -2.36329
H -1.83170 2.45636 -0.61905
H -2.17073 2.40851 0.96611
H -4.42841 1.67413 -0.15056
H -5.70142 -0.41746 -0.45807
H -4.54862 -2.59839 -0.46845
H -2.09210 -2.70550 -0.17263
H 0.36428 -1.62102 2.79454
H 1.32454 -3.78951 3.47672
H 2.12541 -5.37826 1.76643
H 1.97224 -4.81808 -0.63184
H 1.01540 -2.65790 -1.33916
H 2.60766 -0.12928 -0.65999
H 3.63879 0.85077 -2.67627
H 2.20671 1.71915 -4.49167
H -0.25168 1.62690 -4.30233
H -1.30172 0.64814 -2.30702
*
```

Values from the calculation:
HOMO level: -15.11 eV
Energy relative to the best compared isomer or geometry (same formula, charge and spin): 0.000 eV
DFT total energy: -1388.96583 Eh
Kohn-Sham gap: 7.8 eV


(3)
Computed, not measured: C23H21N2O8PRu as an isolated structure, with ωB97M-V/def2-TZVPD.

Geometry as ORCA input:
```
! RIJCOSX wB97M-V def2-TZVPD def2/J DEFGRID3
* xyz 1 6
Ru -0.01219 -0.05395 -0.02714
O 1.43835 -1.09728 1.30425
C 2.64582 -1.17730 1.03342
C 3.40097 -0.29822 0.18826
C 4.76971 -0.58483 0.04588
C 5.55069 0.22453 -0.73030
C 5.02348 1.34250 -1.38685
C 3.69113 1.63793 -1.26308
C 2.84197 0.82628 -0.48221
O 1.57927 1.14719 -0.39327
N 6.97909 -0.09178 -0.88420
O 7.40163 -1.06625 -0.29476
O 7.64000 0.64984 -1.58116
H 3.21026 -1.99426 1.50319
H 5.21026 -1.43957 0.54144
H 5.68105 1.95552 -1.98636
H 3.25616 2.49139 -1.76332
O -3.29903 2.43581 -0.66467
C -2.32757 1.94383 -0.16211
O -1.59563 0.99807 -0.74519
C -1.77898 2.38520 1.19880
P -1.17005 0.89600 2.06384
C -2.66418 0.00402 2.55188
C -3.50248 0.53416 3.53370
C -4.66942 -0.12480 3.87864
C -5.00358 -1.31809 3.24992
C -4.17155 -1.85126 2.27789
C -3.00239 -1.19128 1.92714
C -0.35946 1.41347 3.58712
C 0.14679 2.70295 3.73699
C 0.82504 3.05060 4.89625
C 1.00307 2.11515 5.90386
C 0.50304 0.82747 5.75625
C -0.17340 0.47412 4.60173
H -2.53880 2.92626 1.76049
H -0.93323 3.05097 1.00385
H -3.23861 1.45867 4.03360
H -5.31826 0.29007 4.63795
H -5.91448 -1.83359 3.52331
H -4.43139 -2.78462 1.79647
H -2.35595 -1.61273 1.16511
H 0.01101 3.44464 2.96108
H 1.20857 4.05513 5.01254
H 1.52845 2.38982 6.80859
H 0.63863 0.09878 6.54397
H -0.56723 -0.52956 4.49337
N -2.06683 -2.95612 -3.15739
C -0.65471 -2.49247 -3.37226
C -0.20354 -1.83866 -2.06661
O 0.85682 -1.21473 -2.03446
O -1.01338 -1.94123 -1.09157
H -2.20004 -3.94634 -3.34951
H -2.73739 -2.42473 -3.70999
H -2.22872 -2.75303 -2.13512
H -0.62134 -1.77158 -4.18417
H -0.01866 -3.33796 -3.62138
*
```

Values from the calculation:
HOMO level (alpha / beta): -10.69 / -11.63 eV
Energy relative to the best compared isomer or geometry (same formula, charge and spin): 0.130 eV
DFT total energy: -2036.39833 Eh
Kohn-Sham gap (alpha / beta): 7.6 / 7.1 eV


(4)
Computed, not measured: an isolated ion of composition C23H21N2S and charge +1, with ωB97M-V/def2-TZVPD.

Geometry as ORCA input:
```
! RIJCOSX wB97M-V def2-TZVPD def2/J DEFGRID3
* xyz 1 1
C 0.62613 2.15646 5.74893
C 1.27264 1.04297 5.18195
C 1.20308 0.80604 3.79908
C 0.57093 1.74178 2.94955
C 0.45273 1.47404 1.43104
C 1.28012 2.50334 0.62561
C 1.13211 2.24901 -0.87441
N -0.24619 2.17714 -1.27017
C -0.70695 2.61946 -2.51229
C -2.06736 2.44397 -2.59156
C -2.58195 2.56784 -3.86750
C -1.76478 2.99156 -4.91065
C -0.41953 3.22942 -4.72302
C 0.20722 2.92579 -3.52640
S -2.72262 1.84471 -1.05321
C -1.16913 1.78229 -0.36832
N -0.91348 1.50592 0.89222
C -0.01652 2.89216 3.51490
C 0.00912 3.09870 4.91300
H 0.62302 2.28364 6.83630
H 1.75183 0.29357 5.82004
H 1.57294 -0.13376 3.35251
H 0.87674 0.47546 1.29170
H 0.87551 3.54242 0.82460
H 2.34819 2.46008 0.99135
H 1.53794 3.13344 -1.35379
H 1.70025 1.34707 -1.16373
H -3.59390 2.27916 -4.01718
H -2.15174 3.10804 -5.90267
H 0.20387 3.62325 -5.49878
H 1.31895 2.85376 -3.42534
H -0.60608 3.56440 2.87451
H -0.54738 3.93635 5.35172
C -2.11434 1.20287 1.78883
C -2.23246 -0.25080 1.49703
C -3.30463 -1.10030 1.52727
C -4.70474 -0.90352 1.65926
C -5.39088 0.28602 1.69017
C -4.75804 1.57540 1.60054
C -3.43170 1.90646 1.47537
H -1.73932 1.62521 2.82055
H -1.21502 -0.69349 1.43561
H -2.97516 -2.13256 1.57122
H -5.33515 -1.81050 1.83406
H -6.50906 0.21259 1.89828
H -5.41211 2.42732 1.76252
H -3.21317 3.00608 1.55158
*
```

Values from the calculation:
HOMO level: -11.03 eV
Energy relative to the best compared isomer or geometry (same formula, charge and spin): 1.141 eV
DFT total energy: -1396.43741 Eh
Kohn-Sham gap: 7.7 eV


(5)
Computed, not measured: a single C23H21N3 molecule, with ωB97M-V/def2-TZVPD.

Geometry as ORCA input:
```
! RIJCOSX wB97M-V def2-TZVPD def2/J DEFGRID3
* xyz 0 1
N 2.50232 2.85283 -0.00453
C 1.62175 1.76333 -0.18906
N 0.48087 2.00241 -0.68508
C -0.40611 1.01480 -0.93791
C -1.34495 1.25448 -1.89416
C -2.38142 0.33283 -2.11611
C -3.48692 0.49249 -3.12919
C -4.10094 -0.53082 -3.95840
C -5.16657 -0.32314 -4.82466
C -5.76750 0.92671 -4.87961
C -5.23579 1.90577 -4.07988
C -4.07261 1.70558 -3.26505
C -2.39907 -0.85764 -1.30280
C -1.39199 -1.20310 -0.42695
C -0.43467 -0.22814 -0.29122
C 0.64572 -0.31150 0.73882
N 1.92122 0.52858 0.43650
C 3.19737 0.14838 1.03422
C 3.22109 0.73664 2.45567
C 3.05236 -0.44954 3.28117
C 2.71958 -0.47850 4.65884
C 2.30923 -1.60243 5.27895
C 2.27473 -2.76312 4.55116
C 2.64265 -2.70445 3.21352
C 3.00277 -1.57660 2.53920
C 3.39938 -1.39064 1.15825
H 3.48868 2.48669 -0.02849
H 2.31874 3.76270 -0.39021
H -1.31669 2.20294 -2.44553
H -3.59603 -1.51730 -3.92465
H -5.51522 -1.14966 -5.52425
H -6.61566 1.00510 -5.63352
H -5.43850 2.90821 -4.31169
H -3.66586 2.61031 -2.75484
H -3.26151 -1.49940 -1.31221
H -1.43473 -2.05309 0.19370
H 0.95532 -1.34815 0.90515
H 0.18986 0.06493 1.65839
H 4.04026 0.56235 0.44325
H 2.57244 1.57513 2.68177
H 4.19027 1.23895 2.57787
H 2.70866 0.46950 5.23962
H 2.02681 -1.68722 6.30866
H 1.79208 -3.63852 4.93912
H 2.55619 -3.60082 2.53972
H 2.74944 -1.95615 0.42745
H 4.45296 -1.68174 1.04899
*
```

Values from the calculation:
HOMO level: -7.50 eV
Energy relative to the best compared isomer or geometry (same formula, charge and spin): 1.743 eV
DFT total energy: -1053.26763 Eh
Kohn-Sham gap: 8.2 eV
SMILES string: NC1=Nc2cc(-c3ccccc3)ccc2CN1C1Cc2ccccc2C1


(6)
Computed, not measured: C23H21N3O5PPdS as an isolated structure, with ωB97M-V/def2-TZVPD.

Geometry as ORCA input:
```
! RIJCOSX wB97M-V def2-TZVPD def2/J DEFGRID3
* xyz -1 1
Pd 1.05783 1.57724 0.53497
C 5.21477 1.07738 -1.15039
C 3.76048 0.88997 -0.86269
N 2.81080 1.55989 -1.39095
O 3.19795 2.56080 -2.26889
C 3.32389 -0.14801 0.09591
C 4.18369 -1.34254 0.35533
N 2.15809 -0.04013 0.66679
O 1.66668 -0.99391 1.37473
H 5.39314 2.07664 -1.53995
H 5.55696 0.35270 -1.89324
H 5.80110 0.93519 -0.24351
H 2.34736 2.98832 -2.44075
H 4.93231 -1.11428 1.12049
H 4.71279 -1.66034 -0.54446
H 3.56522 -2.15707 0.72377
O -0.15781 2.63736 -1.72039
S -1.12350 3.18997 -0.76977
O -1.64628 4.48616 -1.11359
O -0.58619 3.06396 0.60869
C -2.49386 2.05284 -0.79663
C -3.71594 2.49305 -1.28742
C -4.80569 1.63811 -1.30096
C -4.67580 0.34621 -0.81153
C -3.45425 -0.08265 -0.32039
C -2.34300 0.75811 -0.30956
P -0.73351 0.10278 0.31505
C -0.45790 -1.26199 -0.85255
C -1.02542 -2.52906 -0.75127
C -0.78697 -3.48097 -1.73070
C 0.01434 -3.17196 -2.82184
C 0.57760 -1.90899 -2.92800
C 0.34863 -0.95563 -1.94633
C -1.28291 -0.55212 1.92194
C -0.84743 -1.76219 2.45272
C -1.28013 -2.16728 3.70683
C -2.12484 -1.35741 4.45246
C -2.53237 -0.13320 3.94305
C -2.11537 0.26691 2.68302
H -3.78994 3.51062 -1.64496
H -5.75686 1.98319 -1.68664
H -5.52479 -0.32572 -0.80592
H -3.36372 -1.08981 0.06870
H -1.65292 -2.78108 0.09394
H -1.22717 -4.46643 -1.63965
H 0.20091 -3.91638 -3.58590
H 1.20639 -1.66044 -3.77379
H 0.80094 0.02869 -2.01784
H -0.13979 -2.36571 1.90273
H -0.93584 -3.11126 4.11060
H -2.45302 -1.67294 5.43527
H -3.17010 0.51781 4.52735
H -2.42597 1.23049 2.29636
N 3.31004 3.24324 2.05369
C 2.48736 2.64191 1.50604
*
```

Values from the calculation:
HOMO level: -5.03 eV
Energy relative to the best compared isomer or geometry (same formula, charge and spin): 0.407 eV
DFT total energy: -2296.95832 Eh
Kohn-Sham gap: 7.7 eV


(7)
Computed, not measured: C23H21N7NaS2 as an isolated structure, with ωB97M-V/def2-TZVPD.

Geometry as ORCA input:
```
! RIJCOSX wB97M-V def2-TZVPD def2/J DEFGRID3
* xyz -1 1
Na -0.06725 1.20948 -0.95938
N 4.10089 -0.07287 0.39342
C 2.91310 0.17546 -0.25364
S 2.68465 1.76856 -0.82167
N 2.16349 -0.90423 -0.37388
N 0.94849 -0.73056 -0.91300
C 0.21755 -1.77974 -1.09729
C 0.70359 -3.16990 -0.88139
C 1.27533 -3.57701 0.32136
C 1.76237 -4.86724 0.46551
C 1.68956 -5.77021 -0.58548
C 1.12149 -5.37374 -1.78789
C 0.63363 -4.08525 -1.93288
C -1.17789 -1.56544 -1.50672
C -2.12990 -2.58983 -1.38415
C -3.45874 -2.32046 -1.64001
C -3.82632 -1.03846 -2.02374
C -2.82385 -0.09265 -2.14511
N -1.54256 -0.33372 -1.89861
H 4.55622 0.72102 0.80323
H 4.12967 -0.94336 0.90268
H 1.32263 -2.87797 1.14375
H 2.19898 -5.17504 1.40802
H 2.07002 -6.77742 -0.46813
H 1.05825 -6.07037 -2.61541
H 0.19839 -3.76863 -2.87357
H -1.82539 -3.57819 -1.07568
H -4.20492 -3.09758 -1.52994
H -4.86080 -0.77908 -2.20189
H -3.05830 0.92214 -2.45258
S -1.50468 3.82687 -1.87279
C -0.06271 4.35512 -1.24927
N 0.21531 4.54609 0.05338
C 1.61808 4.86900 0.28796
C 2.18956 4.97468 -1.13916
N 1.01204 4.74791 -1.97352
H -0.36126 4.12921 0.76484
H 2.11729 4.07725 0.84826
H 1.70499 5.80908 0.83694
H 2.94611 4.20915 -1.31246
H 2.61741 5.95795 -1.34309
H 1.09890 4.43825 -2.92406
N -2.95963 0.86295 6.25540
C -2.54021 0.84874 5.18084
C -2.01753 0.84590 3.85755
C -0.70301 0.43406 3.61021
C -0.19282 0.50706 2.32408
C -0.91473 0.98636 1.21112
C -2.25074 1.33081 1.51045
C -2.80019 1.27815 2.78204
H -0.09833 0.07822 4.43869
H 0.83546 0.17618 2.17206
H -2.89554 1.67045 0.69933
H -3.82615 1.58287 2.96527
*
```

Values from the calculation:
HOMO level: -4.05 eV
DFT total energy: -2231.11132 Eh
Kohn-Sham gap: 6.2 eV


(8)
Computed, not measured: C23H21NO7PS4Ti as an isolated structure, with ωB97M-V/def2-TZVPD.

Geometry as ORCA input:
```
! RIJCOSX wB97M-V def2-TZVPD def2/J DEFGRID3
* xyz -1 1
Ti 0.87248 1.61978 1.33189
O 0.57934 4.49272 -1.55887
S 0.77747 3.19876 -0.98910
O 1.95157 3.01515 -0.11243
O -0.33418 2.63127 -0.18679
C 0.93294 2.02094 -2.31751
C 1.51405 2.46800 -3.48980
C 1.69375 1.60039 -4.55635
C 1.27809 0.28584 -4.43455
C 0.68791 -0.15349 -3.25664
C 0.49805 0.69836 -2.17020
P -0.25753 0.01755 -0.61973
C -0.03137 -1.78157 -0.83795
C -0.93769 -2.55624 -1.56203
C -0.73681 -3.92034 -1.71117
C 0.37365 -4.52408 -1.13843
C 1.27640 -3.76043 -0.41477
C 1.07517 -2.39736 -0.26054
C -2.04081 0.24308 -0.83237
C -2.87049 -0.41563 0.07414
C -4.23812 -0.20481 0.04522
C -4.78864 0.67177 -0.88031
C -3.96587 1.33408 -1.77769
C -2.59386 1.12422 -1.75302
H 1.81468 3.50506 -3.56158
H 2.15317 1.95364 -5.47003
H 1.40942 -0.40859 -5.25432
H 0.37857 -1.18701 -3.18497
H -1.80758 -2.09285 -2.00943
H -1.45071 -4.50923 -2.27347
H 0.53084 -5.58976 -1.25111
H 2.13708 -4.22571 0.04800
H 1.76706 -1.80923 0.32595
H -2.43496 -1.08409 0.80699
H -4.87249 -0.71401 0.75951
H -5.85662 0.84886 -0.89094
H -4.38717 2.02768 -2.49421
H -1.95770 1.65680 -2.44868
S -1.89615 4.12577 4.02517
C -0.90145 3.23276 3.07586
S 0.63691 3.75413 2.48889
S -1.28008 1.65003 2.47664
C 3.39895 0.50281 4.44555
C 2.29737 0.00272 3.54114
O 2.08185 -1.19325 3.38049
O 1.61194 0.94770 2.98688
H 3.90276 -0.32663 4.93384
H 2.97389 1.18297 5.18310
H 4.11036 1.07409 3.84829
C -1.24391 -1.64788 3.35268
O -0.39843 -1.47151 2.23569
H -0.92348 -1.04177 4.20460
H -1.28954 -2.69929 3.66195
H -2.24972 -1.32060 3.08299
H 0.52524 -1.45647 2.56795
O 4.63394 -0.05975 0.03465
C 3.50718 0.21435 0.27708
N 2.36329 0.45031 0.50382
*
```

Values from the calculation:
HOMO level: -5.04 eV
Energy relative to the best compared isomer or geometry (same formula, charge and spin): 0.626 eV
DFT total energy: -4254.33935 Eh
Kohn-Sham gap: 7.1 eV


Q: The highest DFT total energy belongs to which entry?
A: C23H21N3


Q: Look up the DFT total energy of the eighth one.
A: -4254.33935 Eh